Record 1
The following is a quantum chemistry calculation of a 2-piece molecular cluster, C29H29F6N3O2 overall in a non-equilibrium geometry, from the OMol25 dataset.

```
69
Properties=species:S:1:pos:R:3:lowdin_charge:R:1
F 7.28 -2.91 -0.11 0.1068
C 0.57 0.11 0.26 0.1077
H -2.58 1.04 4.62 0.1243
C -3.37 3.33 1.29 -0.0966
C -3.93 1.83 3.11 -0.2307
C -1.50 -0.03 -3.43 -0.2197
H -3.58 0.55 -5.95 0.1466
C -1.45 0.54 -1.08 0.0395
F 5.22 -3.57 0.35 0.1111
H -4.06 -0.79 2.69 0.1415
H -2.62 3.74 0.62 0.0939
C -4.72 3.71 1.20 -0.1109
N -2.16 -0.18 -4.62 -0.1556
H 6.73 0.98 1.15 0.0976
C 6.45 -3.32 0.91 -0.5361
H 4.91 -1.14 -0.90 0.1311
C -2.78 -1.75 4.09 -0.1519
H 1.72 0.36 2.63 0.1340
C 4.68 -0.63 1.18 -0.2188
C -3.47 0.73 4.03 -0.1268
C 0.60 -0.06 -2.25 0.0106
C -2.80 0.94 -5.28 -0.0434
F -0.77 2.16 -5.27 0.1134
H 7.55 -0.27 0.18 0.0840
C -2.10 -1.43 -5.35 -0.0459
H -5.02 4.44 0.44 0.0930
H -6.00 1.81 3.73 0.1085
O -1.76 -2.44 3.37 -0.0249
H -0.07 0.34 1.10 0.0944
H -4.28 0.46 4.72 0.1140
H 0.36 -0.70 -4.31 0.1293
H -3.18 1.62 -4.52 0.1407
C -0.12 -0.34 -3.39 0.0154
H -1.95 2.04 2.30 0.0941
N -2.00 -0.44 2.32 0.0675
C -1.77 1.67 -6.09 -0.5285
H -3.03 -1.56 -5.92 0.0978
C 3.75 -0.22 2.19 0.0196
H 7.86 -0.17 1.93 0.0879
F 6.93 -4.50 1.40 0.1195
C -1.34 -1.63 2.32 -0.6088
C -2.13 0.49 -2.28 0.0223
H -1.24 -1.47 -6.05 0.0860
H -3.18 0.80 -2.35 0.1246
C 2.83 -0.80 -0.38 0.0066
H -2.40 -1.45 5.07 0.1180
C -5.27 2.24 3.05 -0.0420
F -1.14 0.81 -6.96 0.1074
C 1.92 -0.21 0.56 -0.1656
C 6.35 -2.27 1.98 -0.0537
H -1.99 -2.26 -4.64 0.1079
H -3.67 -2.40 4.18 0.1203
H 2.48 -1.20 -1.32 0.1027
C -0.06 0.18 -1.00 -0.1596
N 6.00 -0.96 1.45 -0.1789
H 4.13 -0.06 3.19 0.1216
C 4.18 -0.86 -0.12 0.0075
C 7.09 -0.06 1.16 -0.0551
C -3.11 -0.53 3.23 -0.3877
H -6.71 3.47 2.00 0.0969
F -2.27 2.71 -6.80 0.1298
C 2.43 0.01 1.87 0.0147
H 5.56 -2.58 2.66 0.1490
C -2.98 2.39 2.25 -0.0627
H 1.69 -0.02 -2.31 0.1034
C -5.66 3.17 2.07 -0.0980
O -0.46 -2.08 1.58 0.0085
H -1.96 0.81 -0.15 0.1099
H 7.34 -2.18 2.46 0.1407
```

## Properties
Energy above the lowest of the compared OMol25 structures with the same formula, charge and spin ... 2.8 kcal/mol
Total charge ... 0
Kohn-Sham gap ... 0.1644 Ha
E_tot ... -55411.64509 eV

=====

Record 2
The following is a quantum chemistry calculation of C29H29N5TeV as an isolated structure in a non-equilibrium geometry, from the OMol25 dataset.

```
65
Properties=species:S:1:pos:R:3:lowdin_spin:R:1
H 2.75 -4.65 -4.52 0.0000
V 0.21 0.09 0.40 1.8629
N 1.66 0.02 -0.64 -0.0075
H 3.67 5.84 0.05 0.0003
N 0.05 2.23 -1.29 0.0080
H 1.31 4.52 -1.18 -0.0002
C -0.24 -3.75 -0.68 0.0370
C -0.28 0.33 4.49 0.0081
C 0.30 -0.15 8.71 -0.0004
C -1.14 -2.40 0.80 0.0456
C 0.11 -0.08 7.22 -0.0022
H 2.16 1.47 3.59 -0.0001
C 1.67 -3.00 -2.74 -0.0001
C 2.59 -2.67 -3.71 0.0022
N 0.36 -2.54 -0.75 0.0020
C 3.21 -1.42 -3.64 -0.0025
C 2.88 -3.61 -4.83 0.0005
H -0.25 0.67 9.18 -0.0001
H -0.09 -1.08 9.11 -0.0001
H -0.26 3.78 -2.72 0.0007
H 3.13 0.47 4.68 0.0000
H 2.23 -0.29 3.36 0.0009
H 4.93 5.27 -1.04 0.0000
C -1.20 -3.70 0.30 0.0037
H 3.90 -3.48 -5.19 0.0000
H -2.70 -0.38 3.66 -0.0010
C -1.36 -0.02 5.29 -0.0009
H 4.21 0.67 -0.15 0.0002
H 3.90 -1.11 -4.41 -0.0002
C -1.15 -0.21 6.65 0.0012
H 3.38 0.41 -2.60 0.0003
C 2.20 0.51 4.11 0.0004
C -2.74 -0.19 4.74 -0.0016
C 2.01 -0.89 -1.59 0.0005
C 1.41 2.40 -0.95 0.0043
H 2.20 -3.43 -5.67 0.0002
C 2.92 -0.57 -2.61 0.0017
C 1.36 -2.15 -1.67 0.0051
H -2.79 2.75 -2.75 0.0001
C 1.19 0.13 6.37 0.0007
H 1.15 -3.94 -2.84 0.0001
N -0.19 -1.71 0.16 0.0143
C 1.02 0.33 5.01 -0.0014
C 3.31 3.89 -0.75 0.0045
H 0.05 -4.58 -1.29 0.0024
H -1.87 -4.48 0.60 -0.0004
H 5.17 2.93 -0.27 -0.0001
C -0.68 2.95 -2.17 0.0099
C 2.23 1.29 -0.65 0.0074
H -1.70 -1.95 1.61 0.0027
N -0.69 1.26 -0.76 0.0071
C 4.11 2.79 -0.44 0.0003
C -1.95 2.42 -2.18 0.0029
H -3.25 -1.02 5.22 -0.0001
Te -0.62 1.17 2.54 -0.0387
H -3.33 0.70 4.91 -0.0002
H -2.00 -0.44 7.28 0.0002
C 3.86 5.27 -0.86 0.0008
H 3.38 5.79 -1.68 0.0001
C 1.96 3.68 -0.97 -0.0014
H -2.69 0.67 -0.99 0.0012
H 1.35 -0.06 8.97 0.0000
H 2.19 0.16 6.79 0.0001
C -1.91 1.36 -1.28 0.0144
C 3.57 1.52 -0.37 0.0042
```

## Properties
Energy above the lowest of the compared OMol25 structures with the same formula, charge and spin ... 22.1 kcal/mol
Total charge ... +1
2S+1 ... 3
Kohn-Sham gap (alpha / beta) ... 0.2477 / 0.2621 Ha
E_tot ... -70969.35012 eV

=====

Record 3
The following is a quantum chemistry calculation of C29H30AuN7O2S as an isolated structure in a non-equilibrium geometry, from the OMol25 dataset.

```
70
Properties=species:S:1:pos:R:3:lowdin_spin:R:1
C 0.28 -1.67 -2.12 0.0056
C 2.70 1.49 1.64 0.0007
H 0.42 6.01 -0.41 0.0008
C -7.18 4.20 2.45 0.1705
C -6.03 2.45 1.28 0.1020
H 3.25 -1.37 -1.07 0.0000
C 1.34 5.53 -0.69 0.0161
H -3.93 5.06 1.82 0.0048
C -7.18 2.92 1.87 -0.0027
H 0.20 -3.51 -3.06 0.0004
N -2.65 3.41 0.48 -0.0018
C 3.83 4.41 -1.43 -0.0024
H 0.74 -3.33 1.28 0.0003
N -0.66 3.80 -0.43 -0.0234
H 2.40 7.35 -0.41 -0.0003
H 2.74 2.58 -1.69 0.0018
N -3.79 2.79 0.58 0.2773
S -1.99 1.65 -1.51 0.3550
C 0.58 -1.56 0.17 0.0061
H 4.63 -0.24 -1.31 0.0011
C 0.26 -9.56 -1.32 0.0000
O 2.98 0.61 -0.53 0.0540
H 3.10 1.49 2.66 0.0000
H -6.02 1.55 0.67 0.0031
N 0.36 3.30 -0.89 0.1000
H 3.25 -0.19 -2.39 0.0007
H -0.25 -5.67 -2.76 0.0000
C 1.49 4.18 -1.01 0.0093
C 0.77 -9.44 -0.02 0.0000
C 0.49 -5.10 -0.81 0.0001
C -6.04 4.98 2.47 0.0058
C 3.55 -0.36 -1.37 0.0028
H 1.36 -8.16 1.62 0.0000
C 1.01 -8.26 0.62 0.0000
H 2.87 2.48 1.23 0.0001
C 2.68 3.62 -1.40 0.0154
H -6.00 5.94 2.95 -0.0025
C -1.80 2.97 -0.38 0.1412
C 0.64 1.88 2.67 0.0006
H 0.73 2.95 2.51 0.0001
C 0.56 -2.92 0.30 0.0030
H -8.15 2.43 1.91 -0.0024
C 0.24 -3.04 -2.08 0.0028
H 4.50 0.69 0.85 0.0013
H 0.23 -1.14 -3.06 0.0005
H -0.33 -8.45 -3.09 0.0000
H 0.69 -0.86 0.97 0.0011
C 0.05 -8.43 -2.07 0.0000
C -4.86 3.27 1.28 0.0722
N 0.12 -5.91 -1.85 0.0000
H 3.28 -0.58 1.17 -0.0001
C 2.49 6.31 -0.69 -0.0004
H 0.99 -10.38 0.51 0.0000
C 0.69 -7.11 -0.09 0.0000
H 4.81 4.02 -1.67 -0.0005
N 0.83 -5.77 0.26 -0.0001
H 4.62 6.37 -1.00 0.0011
H 1.08 1.65 3.64 0.0002
H 0.20 -10.55 -1.78 0.0000
C 0.27 -7.21 -1.41 0.0000
C 0.43 -3.69 -0.87 -0.0008
C 3.74 5.76 -1.01 0.0211
Au 0.48 1.15 -1.01 0.4588
C -4.86 4.52 1.89 0.1099
H -0.42 1.55 2.64 0.0001
H -3.90 1.88 0.08 0.0105
C 3.43 0.47 0.83 0.0030
N 0.47 -0.95 -1.02 0.0627
O 1.32 1.19 1.63 0.0058
H -8.13 4.52 2.85 0.0078
```

## Properties
Energy above the lowest of the compared OMol25 structures with the same formula, charge and spin ... 0.0 kcal/mol
Total charge ... +2
2S+1 ... 3
Kohn-Sham gap (alpha / beta) ... 0.2125 / 0.1434 Ha
E_tot ... -59595.61477 eV

=====

Record 4
The following is a quantum chemistry calculation of C29H30CdN5O2SSi as an isolated structure, from the OMol25 dataset.

```
69
Properties=species:S:1:pos:R:3:lowdin_charge:R:1
C 1.58 -4.83 -5.21 -0.2058
H 0.01 0.00 -5.43 0.0897
H -6.15 -0.69 -2.13 0.0963
H 0.43 -6.57 -2.88 0.0243
H 2.66 2.38 -0.63 0.1040
C -0.30 3.19 0.50 -0.1694
H -3.63 -4.38 -0.33 0.0967
C -2.39 4.60 1.70 -0.1086
N -2.26 -1.36 0.21 0.0704
H 0.62 -4.74 -5.73 0.0283
H -3.63 2.92 1.18 0.0998
Cd 0.22 0.02 0.04 1.3184
O 4.32 0.54 1.51 -0.0261
N 0.69 2.49 -0.12 0.0559
H -0.83 -5.32 -3.00 0.0302
H 3.51 -5.59 -2.85 0.0251
H 0.80 -2.36 -5.48 0.0845
C -4.49 -2.52 -0.98 -0.0330
H -5.74 1.74 -2.15 0.0946
N 0.06 -0.02 2.42 -0.0462
C 0.19 -0.55 -4.52 -0.0926
H -3.73 2.70 -1.11 0.0998
H 1.22 0.20 4.19 0.0977
C 3.12 -4.59 -2.63 -0.1910
H 1.46 5.93 1.46 0.1087
H -0.38 1.06 -3.21 0.1060
H 3.07 -4.47 -1.54 0.0044
C -2.44 -2.66 0.22 -0.1867
H -0.71 0.58 2.70 0.0708
H 3.24 4.61 0.34 0.1011
H -3.21 5.14 2.17 0.0943
H 2.12 -1.51 2.30 0.0934
H 1.91 -5.87 -5.29 0.0245
C -4.33 -1.12 -1.03 -0.1733
H 3.83 -3.85 -3.01 0.0347
C -5.04 1.08 -1.66 -0.1057
C 1.24 4.97 1.01 -0.0294
C -3.55 -3.30 -0.36 -0.0647
C -3.89 1.63 -1.06 -0.0496
C 2.22 4.25 0.39 -0.0512
N 0.18 -0.60 -2.13 -0.0765
H -0.22 -0.97 2.62 0.0685
N -1.75 1.32 0.07 -0.0171
C 0.62 -1.89 -2.12 -0.7814
H -0.95 6.14 2.13 0.0961
S 0.88 -2.59 -0.57 0.5259
C 0.85 -2.58 -3.35 -0.2612
H -5.35 -2.97 -1.46 0.1085
C 0.63 -1.87 -4.53 -0.1021
C -1.14 5.17 1.69 -0.0843
C 1.90 3.00 -0.17 -0.1359
C -2.93 0.85 -0.43 -0.2525
O 2.45 0.23 0.31 -0.2148
C 3.16 0.13 1.37 -0.7053
H 1.52 1.38 2.93 0.1132
C 0.18 -5.53 -2.63 -0.1922
C -3.18 -0.58 -0.40 -0.1665
C -0.08 4.46 1.08 -0.1767
C -1.62 2.59 0.54 -0.2676
H 3.24 -0.63 3.36 0.1013
H -1.66 -3.25 0.70 0.0683
Si 1.43 -4.36 -3.39 0.4796
H 0.17 -5.42 -1.55 0.0031
C -5.27 -0.27 -1.65 -0.0831
H 2.32 -4.21 -5.73 0.0289
C 2.49 -0.52 2.59 -0.1303
C -0.02 0.04 -3.29 -0.1592
C -2.63 3.34 1.14 -0.0530
C 1.32 0.32 3.11 -0.2539
```

## Properties
Energy above the lowest of the compared OMol25 structures with the same formula, charge and spin ... 3.4 kcal/mol
Total charge ... -1
Kohn-Sham gap ... 0.2468 Ha
E_tot ... -65388.95730 eV